(1)
Here is a gas-phase ion, C3H8FN2O (charge +1) in a non-equilibrium geometry from the Open Molecules 2025 dataset. Energies are from wB97M-V/def2-TZVPD.

```
15
Properties=species:S:1:pos:R:3:lowdin_charge:R:1
F 0.0814 1.6323 -0.9125 0.021
O -0.8974 -1.5029 -0.2653 0.070
N -2.4160 0.1111 0.2683 0.243
N 1.5610 -0.7227 -0.6545 0.170
C 1.3168 0.2303 0.4907 -0.053
C -0.0764 0.8321 0.2176 -0.176
C -1.2151 -0.3333 0.0056 -0.389
H 1.2956 -0.3053 1.4237 0.146
H -0.5167 1.3908 1.0023 0.138
H -2.7898 0.9938 0.4138 0.119
H 2.5290 -1.0080 -0.6313 0.164
H 1.5964 -0.3567 -1.5435 0.120
H -3.1190 -0.6126 0.1578 0.153
H 2.0491 0.9750 0.4335 0.121
H 0.6011 -1.3238 -0.4061 0.153
```

Summary:
E (eV): -10978.98163
Energy above the lowest of the compared OMol25 structures with the same formula, charge and spin (kcal per mole): 0.0
E_HOMO (eV): -15.304
Net charge: +1



(2)
Here is a single C4H5NO2 molecule from the Open Molecules 2025 dataset. Energies are from wB97M-V/def2-TZVPD.

```
12
Properties=species:S:1:pos:R:3:lowdin_charge:R:1
O 0.1913 1.1325 -2.1124 0.125
O 1.3692 -0.4398 -0.9954 0.039
N -1.4913 1.3266 0.2271 0.126
C -0.0526 -0.6120 0.8432 0.004
C 1.2345 -1.1136 0.2609 -0.158
C 0.3721 0.4608 -1.1296 -0.437
C -0.4817 0.4093 0.0940 -0.270
H 1.2576 -2.1932 0.0898 0.127
H -1.6699 1.8726 -0.6046 0.097
H -2.3144 1.0417 0.7343 0.101
H -0.5166 -1.0485 1.7188 0.113
H 2.1017 -0.8365 0.8738 0.130
```

Summary:
E (eV): -9814.04112
Energy above the lowest of the compared OMol25 structures with the same formula, charge and spin (kcal per mole): 6.3
E_HOMO (eV): -8.907



Q: The lowest energy above the lowest of the compared OMol25 structures with the same formula, charge and spin belongs to which entry?
A: C3H8FN2O



Q: Which value of energy above the lowest of the compared OMol25 structures with the same formula, charge and spin does entry 1 give?
A: 0.0 kcal per mole



Q: Number 1 is which compound?
A: C3H8FN2O



Q: E_HOMO of number 1 (C3H8FN2O)?
A: -15.304 eV